Here is a molecular structure, C19H19F3NO5S2 in a non-equilibrium geometry from the Open Molecules 2025 dataset. Energies are from the ωB97M-V functional and the def2-TZVPD basis.

```
49
C19H19F3NO5S2 (the ωB97M-V functional and the def2-TZVPD basis)
C -0.40041 0.30800 -4.14468
C 0.56559 0.67115 -3.05412
O -0.14021 0.61427 -1.76975
C 0.65957 0.36621 -0.68996
C 0.32155 1.08838 0.54594
C 1.28791 2.07244 0.98763
C 0.85914 3.53362 0.83843
C -0.48714 3.89941 0.77575
C -0.87148 5.24408 0.70334
C 0.09210 6.24696 0.65125
C 1.45060 5.89595 0.66051
C 1.83202 4.55395 0.75772
O 2.39887 1.76843 1.45655
O 1.59901 -0.42290 -0.78256
H 0.15481 0.22178 -5.08816
H -0.90801 -0.64240 -3.96379
H -1.15515 1.09536 -4.25735
H 1.44576 0.00445 -3.04233
H 0.90914 1.71366 -3.17522
H -0.70365 1.15600 0.86880
H -1.25016 3.12787 0.76312
H -1.93162 5.48424 0.68520
H -0.20649 7.29572 0.62881
H 2.21149 6.66363 0.59566
H 2.88482 4.26965 0.76325
C 0.85669 -1.84753 1.68721
N -0.56682 -1.80470 1.96042
S -0.96742 -0.63931 3.19799
C -0.96727 -2.00067 4.49070
F -1.31005 -1.50319 5.70739
F -1.81915 -3.01971 4.17814
F 0.28573 -2.52643 4.57530
S -1.72395 -1.69467 0.75203
C -1.10871 -2.92293 -0.35967
C -1.05119 -2.66063 -1.73465
C -0.22191 -3.43649 -2.54820
C 0.44726 -4.52488 -1.97188
C 0.16068 -4.92439 -0.64695
C -0.66825 -4.14482 0.15127
O -2.98409 -2.15459 1.24887
O -1.67067 -0.44244 0.05172
H 1.35237 -2.15762 2.62499
H 1.02144 -2.59281 0.90237
H 1.25260 -0.86089 1.37684
H -1.63257 -1.83082 -2.13177
H -0.09998 -3.17023 -3.60885
H 1.17846 -5.08841 -2.55363
H 0.57764 -5.84477 -0.22594
H -0.95890 -4.43700 1.16226
```

The charge is -1. As for the HOMO energy: -0.1081 Eh. The value obtained for the orbital gap is 5.6 eV.